(1)
Computed, not measured: C14H27N7O7Tl as an isolated structure, with the ωB97M-V functional and the def2-TZVPD basis.

Results
- Total energy: -1631.5066 Ha
- HOMO level (alpha / beta): -10.04 / -10.04 eV
- Energy relative to the best compared isomer or geometry (same formula, charge and spin): 104.7 kcal per mole
- Charge: +1
- Orbital gap (alpha / beta): 3.646 / 3.631 eV

XYZ file:
```
56
Properties=species:S:1:pos:R:3:forces:R:3
O -0.069690 -2.215370 -5.615207 -0.553 0.116 1.356
H -0.401582 -1.302507 -5.581376 0.125 -0.493 -0.191
Tl 0.276500 0.126583 -1.581640 1.314 -3.414 2.400
N -0.340685 2.375530 0.001259 -2.679 -1.389 1.949
N 1.045281 2.943732 -2.217558 0.673 -1.281 -2.853
N -1.282808 -1.036904 0.254012 -1.515 -1.841 -0.524
N -1.077647 -2.480033 -1.897202 -0.787 -0.656 1.239
O -1.210477 2.255340 0.937166 2.769 1.001 -2.576
O -1.361057 -0.359693 1.437437 0.374 2.100 0.835
O -0.913066 -3.136334 -2.953799 -0.124 0.022 -0.353
O 1.669819 3.192834 -3.260263 -1.119 -0.023 2.254
C 1.258772 3.747408 -1.124420 -0.673 0.596 3.353
C 0.498017 3.440440 0.049155 2.238 1.556 -1.349
C -2.049311 -2.130117 0.237180 1.787 2.044 -0.682
C -1.998627 -2.896180 -0.981426 1.775 1.039 -1.531
C 0.710023 4.109635 1.357396 -0.293 0.255 0.154
H 1.478907 3.554689 1.913924 -0.072 0.127 -0.166
H -0.222279 4.040483 1.927836 0.280 0.177 -0.036
H 1.012576 5.152551 1.246556 -0.011 -0.197 0.079
C 2.297334 4.806363 -1.112053 0.039 0.280 -0.165
H 2.649819 5.012267 -2.128342 -0.084 -0.046 0.300
H 3.150148 4.486354 -0.491839 -0.237 0.069 -0.153
H 1.886905 5.723053 -0.668214 0.189 -0.183 -0.132
C -2.897290 -2.579099 1.376182 0.045 0.326 0.256
C -2.855177 -4.088663 -1.155869 -0.258 -0.548 -0.182
H -2.828710 -1.819002 2.161553 -0.237 -0.422 -0.072
H -2.535867 -3.549947 1.752386 -0.181 0.325 -0.094
H -3.938702 -2.703486 1.041222 0.350 -0.007 0.172
H -2.664495 -4.616481 -2.093806 0.143 0.241 0.161
H -3.915639 -3.806542 -1.149694 0.128 -0.114 0.067
H -2.680455 -4.783095 -0.325276 -0.196 -0.043 -0.154
H -1.264044 0.612162 1.167590 -0.360 -1.711 0.740
H -0.391284 -2.605752 -4.751528 0.442 0.425 -1.049
C -1.418733 1.048956 -2.073486 -4.508 2.136 -1.756
H -1.313773 2.125370 -2.292163 0.388 -0.786 -0.027
H -2.145738 0.966031 -1.241445 0.940 -0.264 -0.085
H -1.937326 0.551924 -2.910424 0.676 -0.051 0.107
O -3.997250 2.539786 -0.551083 0.470 -0.399 0.453
H -4.640898 1.836153 -0.346093 0.510 0.493 0.084
H -3.301147 2.520892 0.142509 -0.973 -0.135 -0.474
C 3.355454 0.582178 3.280983 0.068 0.433 0.208
N 2.791409 -0.497161 2.484061 -0.075 0.359 -0.473
C 2.744349 -1.749963 2.986134 -0.420 -0.744 -0.663
C 2.192634 -2.756915 2.247372 0.322 0.427 0.498
C 1.716511 -2.423327 0.948386 -0.707 -0.926 -0.869
N 1.802006 -1.198485 0.442328 -0.172 1.183 -0.303
C 2.262968 -0.179319 1.215045 0.198 0.426 0.346
O 2.240899 1.008993 0.859872 -0.280 -0.704 -0.216
N 1.152075 -3.362691 0.164828 0.222 0.134 0.424
H 2.565133 1.233044 3.673675 0.138 -0.144 -0.126
H 4.033169 1.184810 2.671456 -0.113 -0.153 0.113
H 3.900963 0.142689 4.119756 -0.069 0.117 -0.185
H 3.165721 -1.877697 3.982836 -0.183 -0.082 -0.298
H 2.111011 -3.772036 2.607029 0.087 0.094 0.068
H 0.706952 -3.102945 -0.713221 0.084 -0.045 0.292
H 0.978425 -4.290512 0.530292 0.107 0.297 -0.168
```
Forces are in eV/Å.

Löwdin atomic charge list, values in e, 4 entries:
1 O -0.09
2 H 0.02
3 Tl 1.31
4 N -0.01



(2)
Computed, not measured: a 2-piece molecular cluster, C4H10NS2 overall, with the ωB97M-V functional and the def2-TZVPD basis.

Results
- Total energy: -1009.2034 Ha
- HOMO level: -13.68 eV
- Energy relative to the best compared isomer or geometry (same formula, charge and spin): 39.3 kcal per mole
- Charge: +1
- Orbital gap: 9.637 eV

XYZ file:
```
17
Properties=species:S:1:pos:R:3:forces:R:3
C -0.934602 -1.242227 0.533432 1.135 -0.069 -0.953
C 0.904668 1.914267 -2.165846 -2.239 1.705 -1.293
C 0.292979 -1.585969 1.372026 -0.063 -0.403 0.480
C 0.212311 0.651925 -1.804229 -0.023 -0.802 2.941
N -0.092962 0.155936 -0.623666 0.283 0.560 -0.862
S -2.173717 -0.325467 1.169842 -1.479 0.177 0.207
S 0.637565 -0.362599 2.722394 -0.177 -0.972 0.050
H 1.746470 1.839688 -2.896577 -0.792 -0.351 0.641
H 1.167563 2.524055 -1.316698 0.301 0.016 0.317
H 0.033699 2.543673 -2.727263 2.008 -1.345 1.032
H 0.009385 -2.556674 1.879858 0.568 0.896 -0.683
H 1.201340 -1.719982 0.723895 -0.924 0.045 0.790
H -0.125465 0.053812 -2.599020 -0.169 -0.923 -1.142
H 0.021773 0.680411 0.255424 0.810 0.631 -1.016
H -1.254304 -2.052218 -0.128873 0.135 0.453 -0.100
H -1.370053 0.378047 1.996834 -0.047 -0.025 0.164
H -0.276652 -0.896677 3.608466 0.671 0.407 -0.575
```
Forces are in eV/Å.

Löwdin atomic charge list, values in e, 4 entries:
1 C -0.59
2 C -0.04
3 C -0.54
4 C -0.13



(3)
Computed, not measured: C13H45B4KNO3 as an isolated structure, with the ωB97M-V functional and the def2-TZVPD basis.

Results
- Total energy: -1501.4188 Ha
- HOMO level: 2.97 eV
- Charge: -3
- Orbital gap: 2.580 eV

XYZ file:
```
67
Properties=species:S:1:pos:R:3:forces:R:3
K 0.628159 1.505144 -1.239579 1.226 -0.049 0.334
B 0.605629 4.353614 -1.702219 0.067 0.110 -0.135
H 0.597879 4.472494 -0.629819 -0.165 0.046 4.308
H 1.396599 3.695794 -2.027609 2.838 -2.247 -1.210
H -0.339021 3.992144 -2.078009 -4.424 -1.570 -1.644
H 0.796879 5.348844 -2.072579 0.645 4.203 -1.901
B 3.449759 2.939464 -0.198389 0.538 -0.097 -0.142
H 3.760649 3.712524 0.487151 1.127 3.668 3.084
H 2.394499 2.728674 -0.119439 -3.854 -0.903 0.777
H 3.596959 3.268204 -1.215499 0.796 1.623 -4.345
H 4.089389 2.090344 -0.013719 2.295 -2.967 0.589
B 3.078749 0.278594 1.505721 0.138 -0.045 0.056
H 2.785879 0.542764 0.501391 -1.639 0.900 -2.805
H 3.620839 -0.643096 1.361271 2.170 -4.162 -0.269
H 3.782169 1.019284 1.853321 2.357 2.929 1.869
H 2.253129 0.097854 2.176491 -3.884 -0.740 3.467
B 3.260539 -0.316326 -1.719539 0.038 -0.077 -0.071
H 2.356849 -0.550466 -2.260619 -4.199 -1.087 -2.591
H 3.258489 0.699584 -1.355989 -0.227 3.419 1.120
H 3.395799 -1.023306 -0.915719 0.443 -2.788 3.012
H 4.113229 -0.388856 -2.376729 3.668 -0.471 -3.238
C -2.647681 0.379684 -1.611429 1.242 0.876 -0.308
O -1.503091 0.278454 -2.473759 -0.552 -1.260 0.204
C -1.830671 0.569044 -3.818369 1.929 -0.203 0.178
C -0.536691 0.232794 -4.671669 0.514 0.830 0.677
O 0.589519 1.071204 -4.257229 -3.419 -0.134 -0.043
C 1.708849 0.944214 -5.052269 0.922 -0.891 0.670
H -3.551031 0.038334 -2.116929 -0.235 0.234 -0.108
H -2.599591 1.442914 -1.376199 -1.173 0.205 0.351
H -2.542071 -0.178656 -0.681259 0.544 -0.205 -0.148
H -2.102971 1.620944 -3.904619 0.247 0.350 -0.199
H -2.734231 0.006524 -4.053449 0.090 -0.471 -0.706
H -0.720631 0.308314 -5.743379 -0.309 0.776 -0.354
H -0.203421 -0.803596 -4.617689 -0.218 -0.356 0.819
H 1.591709 1.273214 -6.084799 -0.237 0.345 -0.245
H 1.988919 -0.109066 -5.036069 0.418 -0.261 -0.256
H 2.491999 1.474824 -4.510759 0.104 0.101 -0.285
C -2.261871 0.982854 2.537301 0.470 0.870 -0.674
C -1.737691 -0.420716 2.891231 0.251 0.493 -0.580
C -2.983401 -1.212546 3.323951 0.010 -0.833 -0.770
C -2.754791 -2.707686 3.358181 0.472 -0.267 -0.146
C -2.123731 -3.195976 2.008581 -0.709 1.072 1.662
C -0.864241 -2.427746 1.545371 0.626 -0.138 0.879
N -1.043041 -0.968516 1.674611 -2.152 0.165 -0.503
O 0.031359 -0.138376 1.179051 -2.555 -1.402 0.483
C 0.340809 -2.938096 2.419131 -0.307 -0.892 -1.387
C -0.641351 -2.776546 0.063511 1.447 0.328 0.295
C -0.783301 -0.300016 4.044921 0.549 0.690 0.423
H -3.038591 1.436404 3.153011 -0.242 -0.669 0.586
H -2.660791 0.998944 1.523051 0.061 -0.185 -0.106
H -1.483981 1.745874 2.565271 0.374 -0.224 -0.223
H -3.336921 -0.866086 4.295081 0.107 0.303 0.027
H -3.776491 -1.037326 2.597031 -0.159 0.234 -0.141
H -3.653011 -3.286346 3.573711 -0.635 0.165 -0.499
H -2.213851 -2.982426 4.263721 0.976 0.084 -0.179
H -2.903101 -3.047136 1.261231 -0.083 -0.284 -0.187
H -1.938871 -4.250526 2.213141 0.344 -0.139 -0.806
H 0.194829 -2.936566 3.499311 0.071 0.771 -0.101
H 0.445839 -4.003876 2.216191 -0.012 -0.365 -0.237
H 1.268989 -2.518386 2.031301 0.150 0.504 0.606
H -1.483521 -2.633626 -0.613569 -0.292 -0.145 0.361
H 0.164249 -2.159496 -0.334439 0.052 0.326 0.045
H -0.199441 -3.771156 0.003701 -0.465 -0.359 -0.142
H -0.485171 -1.245966 4.497041 -0.280 0.081 0.164
H -1.243741 0.398664 4.743451 0.043 -0.242 0.600
H 0.131829 0.198004 3.724601 0.151 -0.044 -0.131
H 0.751059 -0.308056 1.791301 1.916 0.471 0.167
```
Forces are in eV/Å.

Löwdin atomic charge list, values in e, 4 entries:
1 K 0.66
2 B -0.50
3 H -0.07
4 H -0.11



(4)
Computed, not measured: a 9-piece molecular cluster, C45H57F5O6S overall, with the ωB97M-V functional and the def2-TZVPD basis.

Results
- SMILES: CCOS(C)(=O)=O.Fc1ccccc1.Fc1ccccc1.Fc1ccccc1.Fc1ccccc1.Fc1ccccc1.C1CCOC1.C1CCOC1.C1CCOC1
- Total energy: -3097.6415 Ha
- HOMO level: -9.06 eV
- Charge: 0
- Orbital gap: 9.661 eV

XYZ file:
```
114
Properties=species:S:1:pos:R:3:forces:R:3
C 0.179112 1.768539 -4.085983 -0.287 0.927 0.463
C 0.509412 2.657629 -2.839643 0.277 -0.644 -1.278
O 1.161742 1.756429 -1.949913 2.551 -0.722 1.550
S 2.812942 1.901039 -1.655483 -0.033 -0.438 -1.795
C 2.887492 0.776619 -0.206453 0.987 0.644 -1.440
O 3.585722 1.366669 -2.820143 -1.861 1.254 2.750
O 3.027892 3.272369 -1.220583 -0.004 -1.290 -0.453
H 1.101512 1.603889 -4.642923 -0.029 -0.069 0.036
H -0.562218 2.209599 -4.752323 0.075 0.273 -0.007
H -0.234118 0.805459 -3.786293 0.185 0.063 0.208
H 1.195982 3.461669 -3.104663 -0.081 0.106 -0.118
H -0.310728 3.106549 -2.279333 -0.223 -0.195 -0.325
H 1.969732 1.049499 0.314477 0.354 -0.808 0.350
H 3.842532 0.938769 0.293237 -0.256 1.282 0.411
H 3.176052 -0.222251 -0.533723 -1.571 -0.463 -0.500
F 0.571352 -1.391351 4.562337 0.069 -0.446 0.245
C 1.499312 -0.416911 4.736737 -1.500 -0.290 -0.398
C 2.447262 -0.304961 3.741307 1.233 0.605 0.363
C 3.300202 0.786919 3.783077 -1.266 0.956 1.742
C 3.117172 1.769549 4.837667 0.277 -1.816 -1.117
C 2.141162 1.579059 5.842367 0.906 -0.069 -1.717
C 1.269572 0.474359 5.761137 1.154 1.264 0.070
H 2.663442 -1.041971 2.982037 -0.689 -0.296 0.014
H 4.006982 0.851119 2.968987 0.332 0.482 0.269
H 3.824452 2.585529 4.819187 -0.221 0.294 0.353
H 2.063392 2.358849 6.585527 -0.254 -0.182 0.245
H 0.449832 0.432939 6.463067 -0.080 -0.528 -0.154
F -0.820908 -2.104991 -3.119293 0.112 0.043 -0.883
C -0.537808 -1.781461 -1.859523 0.239 -0.724 1.247
C -0.037268 -2.736751 -1.023703 -0.625 -1.190 1.086
C 0.028932 -2.480071 0.367017 -0.033 -1.107 -2.099
C -0.172168 -1.209441 0.804357 -0.675 0.741 1.330
C -0.706308 -0.220651 -0.008413 0.652 -1.360 -0.767
C -0.912468 -0.590991 -1.352133 -0.287 3.224 0.387
H -0.011078 -3.727421 -1.452983 0.431 -0.295 0.267
H 0.012062 -3.294401 1.076217 0.806 -0.161 -0.027
H -0.087488 -1.063931 1.871157 -0.063 0.366 0.150
H -0.962228 0.711379 0.473497 -0.136 0.235 -0.576
H -1.267858 0.144059 -2.059103 -0.399 0.131 0.032
F 0.213072 -6.073851 2.118137 1.121 -0.458 0.622
C 1.329512 -6.112311 2.936947 -1.116 -0.083 -0.656
C 1.564972 -5.019721 3.697667 0.524 2.216 1.551
C 2.639162 -4.944941 4.596017 -0.458 -1.870 -0.560
C 3.421472 -6.112281 4.747657 0.374 2.570 0.375
C 3.212692 -7.171461 3.919847 0.016 -1.004 0.233
C 2.145592 -7.203391 3.053987 -0.587 -0.975 -0.767
H 0.904362 -4.166201 3.736407 -0.279 0.011 -0.574
H 2.768392 -4.050801 5.187797 0.112 -0.080 0.087
H 4.226002 -6.063621 5.466517 0.152 -0.340 -0.001
H 3.814602 -8.065391 3.990517 0.129 -0.013 0.110
H 1.911622 -8.142721 2.575117 -0.008 0.117 -0.433
F -3.942168 0.355039 -5.346373 1.157 -1.670 -0.325
C -3.321248 -0.701031 -6.048133 -0.644 1.333 -0.260
C -2.031388 -1.140311 -5.795383 -0.479 1.087 0.501
C -1.432858 -2.010311 -6.679053 0.095 0.484 0.363
C -2.079758 -2.382311 -7.838253 -0.216 -0.691 -0.417
C -3.377108 -1.954911 -8.114803 0.705 0.827 1.114
C -4.000848 -1.098691 -7.179943 -0.046 -0.791 -1.045
H -1.411548 -0.703261 -5.026493 -0.348 -0.089 0.308
H -0.408208 -2.220231 -6.409913 0.111 -0.554 -0.505
H -1.589618 -3.037401 -8.543243 0.135 0.025 -0.104
H -3.772738 -2.162741 -9.098003 -0.475 -0.114 0.199
H -4.990628 -0.720791 -7.389563 -0.022 0.176 0.120
F -2.298848 0.227959 2.392427 -0.583 0.419 0.421
C -3.540828 -0.202521 2.707267 -0.133 0.053 0.925
C -4.376388 -0.601941 1.695247 1.113 0.306 -0.531
C -5.507258 -1.283371 2.012187 -1.290 -1.031 1.763
C -5.855888 -1.572201 3.369117 0.995 1.101 -1.180
C -5.044168 -1.041841 4.416747 -1.816 -1.320 -2.302
C -3.938058 -0.308411 4.043907 0.940 -0.035 0.507
H -4.079098 -0.444671 0.668947 0.091 -0.057 -0.098
H -6.087848 -1.701301 1.203077 -0.293 0.071 0.051
H -6.768878 -2.137641 3.483647 0.110 -0.128 0.572
H -5.298868 -1.353591 5.418917 0.221 0.578 0.253
H -3.356248 0.089129 4.862357 0.551 0.092 -0.259
C -0.752238 4.568459 2.931357 -1.694 -0.665 1.213
C 0.442092 4.479009 2.073637 1.003 0.302 -0.241
C 0.638932 2.940229 1.925947 1.644 1.871 1.614
O -0.159228 2.400659 2.934127 -1.494 -1.739 1.111
C -0.492528 3.389809 3.919507 -0.182 0.700 -1.827
H -1.623428 4.212319 2.381547 -0.428 0.578 0.253
H -0.911808 5.508529 3.459487 -0.083 0.132 -0.324
H 1.131722 4.944709 2.777647 1.210 -0.334 -0.577
H 0.519702 5.022829 1.132187 -0.442 0.021 0.051
H 1.641322 2.768809 2.318287 0.635 -0.353 -0.971
H 0.496592 2.537529 0.923117 -0.417 -0.111 0.201
H 0.312752 3.554269 4.635457 0.379 0.123 -0.118
H -1.381238 3.137879 4.498147 -0.038 -0.463 -0.340
C 3.489892 -1.606641 -4.427543 0.048 -0.101 -1.620
C 4.983972 -1.680541 -4.023363 -0.304 0.554 1.113
C 4.918062 -2.141321 -2.531403 -1.287 -0.032 -0.433
O 3.528282 -2.024621 -2.179393 -0.110 1.459 1.759
C 2.672362 -2.117131 -3.307993 1.351 -1.371 0.689
H 3.201812 -2.176731 -5.310773 0.352 0.107 -0.328
H 3.143962 -0.582291 -4.565903 0.624 0.140 -0.324
H 5.274052 -0.630841 -4.069093 0.596 -0.154 0.194
H 5.711012 -2.272691 -4.579133 -0.506 -0.092 -0.337
H 5.511102 -1.562221 -1.823553 -0.130 0.394 -0.165
H 5.164912 -3.178191 -2.303223 0.396 -0.300 -0.690
H 1.751102 -1.535571 -3.273983 -0.010 -0.308 0.843
H 2.550222 -3.199031 -3.359833 -1.010 -0.145 -0.597
C -3.355058 5.406429 0.157837 1.255 -1.228 0.181
C -3.121898 3.863429 0.117207 -0.889 -0.539 -0.122
C -2.941838 3.615999 -1.396623 -0.497 1.047 1.853
O -2.139368 4.754529 -1.776903 0.231 -0.127 -0.313
C -2.189618 5.775569 -0.740463 -1.434 0.032 -0.765
H -3.181138 5.983719 1.065907 -0.364 -0.591 0.490
H -4.274878 5.758929 -0.308823 -0.147 -0.448 0.088
H -3.873908 3.161439 0.477477 -0.467 0.416 0.272
H -2.220078 3.562149 0.650177 0.210 0.334 -0.090
H -3.936738 3.591219 -1.841193 -0.100 0.634 -0.442
H -2.584178 2.607629 -1.604873 1.083 0.317 -0.189
H -2.560358 6.729909 -1.114453 1.017 0.177 -0.882
H -1.247858 5.884969 -0.202663 0.075 -0.199 -0.201
```
Forces are in eV/Å.

Löwdin atomic charge list, values in e, 4 entries:
1 C -0.04
2 C -0.23
3 O -0.32
4 S 0.71